1.
The following is a DFT calculation (ωB97M-V with the def2-TZVPD basis set) of a structure of composition C19H20F2N4O3 at a distorted geometry.

Each line ends with the Mulliken charge.
Element x y z (Å)
1 C 8.1924 0.7500 -0.2621  -1.11
2 C 6.8604 0.9138 0.0015  0.90
3 N 6.0668 -0.0198 0.1755  -0.98
4 N 4.7629 0.3620 0.4837  0.79
5 C 4.7343 1.5723 0.3407  0.97
6 C 5.9416 2.0380 0.2296  -1.41
7 H 6.2882 2.9947 0.2519  0.51
8 C 3.4847 2.5842 0.6821  -1.28
9 H 3.6493 3.6307 0.4735  0.38
10 H 2.6761 2.1848 0.2284  0.28
11 H 3.2031 2.6926 1.8846  0.22
12 C 3.4791 -0.3771 0.5860  -2.11
13 H 2.8865 -0.1768 1.2437  1.06
14 H 3.9600 -1.3163 1.1735  0.20
15 C 2.8929 -0.7861 -0.7990  1.02
16 N 1.4669 -1.2339 -0.3485  -0.10
17 C 0.5620 -0.4867 -0.2829  0.33
18 O 0.6183 0.8297 -0.3144  -0.78
19 C -0.6842 -0.8697 -0.1712  0.73
20 N -0.9406 -2.2254 0.1765  -0.43
21 O -2.2663 -2.5390 0.1581  -0.21
22 C -3.0311 -1.2882 0.3578  0.33
23 C -2.0617 -0.2313 0.0347  -0.75
24 H -2.3362 0.7453 0.0564  0.58
25 C -4.3915 -1.2728 0.1583  -0.76
26 O -4.8505 -0.2063 -0.0682  -0.22
27 C -6.2666 -0.2250 0.0307  0.50
28 C -6.7030 1.3484 -0.4777  -0.88
29 C -8.1652 1.4445 -0.2889  0.38
30 C -8.9561 0.5222 0.1925  0.21
31 C -8.5230 -0.5418 0.5442  -0.11
32 C -7.2149 -0.9836 0.4263  -0.33
33 H -6.8291 -1.8747 0.9493  0.33
34 H -9.2665 -1.4848 0.9740  0.21
35 F -10.3362 0.7794 0.1709  -0.28
36 F -8.4728 2.8659 -0.8273  -0.33
37 H -6.0152 1.9070 -1.0225  0.44
38 H -4.7941 -2.2804 0.1080  0.61
39 H -4.6251 -1.5471 1.4864  0.28
40 H 1.2249 -2.0553 -0.2563  -0.03
41 C 3.7701 -1.8844 -1.2942  -1.79
42 H 4.5932 -1.4302 -1.2631  0.71
43 H 3.5396 -2.8163 -0.9267  0.40
44 H 3.2504 -2.0506 -2.4369  0.26
45 H 2.7478 0.2336 -1.3023  0.42
46 H 8.9319 1.1540 0.3925  0.29
47 H 8.4593 -0.4184 -0.3593  0.29
48 H 8.4873 1.0687 -1.2697  0.25

Max |F|   0.30865 hartree/bohr
Orbital gap   8.1063 eV
E   -1379.74737 Eh
Energy relative to the best compared isomer or geometry (same formula, charge and spin)   449.5 kcal/mol

2.
The following is a DFT calculation (ωB97M-V with the def2-TZVPD basis set) of a structure of composition C19H20F3FeIN6O2 at a distorted geometry.

Each line ends with the Mulliken charge.
Element x y z (Å)
1 Fe -0.8538 -2.3921 0.1564  -0.27
2 O -5.7541 2.5793 -2.8125  -0.47
3 C -5.0472 3.0168 -1.7531  0.58
4 O -5.2281 4.1167 -1.3215  -0.52
5 C -4.0391 2.0804 -1.1407  0.97
6 C -3.6613 0.8650 -1.6859  -1.32
7 C -2.7207 0.0661 -1.0473  -0.51
8 C -2.1743 0.4773 0.1522  1.39
9 C -2.5252 1.7121 0.6963  -0.74
10 C -3.4487 2.5056 0.0506  -1.25
11 N -1.2291 -0.4206 0.7759  0.61
12 C -0.7839 -0.1795 1.9382  -0.22
13 C 0.1001 -1.1771 2.5298  0.29
14 C 0.8457 -0.9339 3.6652  -0.87
15 C 1.6847 -1.9353 4.1340  -0.45
16 C 1.7221 -3.1396 3.4558  -0.88
17 C 0.9266 -3.3143 2.3330  -0.08
18 N 0.1335 -2.3467 1.8630  0.43
19 H -5.5383 1.6662 -3.0314  0.28
20 H -4.0624 0.5082 -2.6265  0.20
21 H -2.4146 -0.8652 -1.5049  0.31
22 H -2.0888 2.0815 1.6126  0.30
23 H -3.7318 3.4689 0.4506  0.46
24 H -1.0527 0.6931 2.5225  0.39
25 H 0.7674 0.0192 4.1694  0.50
26 H 2.2847 -1.7796 5.0199  0.47
27 H 2.3518 -3.9528 3.7857  0.46
28 H 0.9170 -4.2598 1.8172  0.47
29 I -3.0159 -3.2727 0.9520  -0.17
30 C 2.4494 2.7601 -2.3503  -1.44
31 C 3.2548 2.0389 -1.2757  0.74
32 C 2.6311 2.2198 0.1057  -1.31
33 C 3.4778 0.5603 -1.5903  -1.09
34 N 2.2573 -0.2454 -1.4281  0.58
35 C 1.8920 -1.0369 -0.4305  -0.13
36 N 0.6945 -1.4967 -0.6998  0.66
37 N 0.3341 -0.9600 -1.8937  -0.34
38 N 1.2666 -0.2151 -2.3304  -0.65
39 H 2.3454 3.8135 -2.0929  0.41
40 H 1.4476 2.3413 -2.4548  0.30
41 H 2.9376 2.7006 -3.3232  0.38
42 H 4.2629 2.4638 -1.2586  0.31
43 H 1.6112 1.8232 0.1305  0.17
44 H 2.5684 3.2767 0.3597  0.45
45 H 3.2159 1.7283 0.8877  0.35
46 H 4.2100 0.1290 -0.9072  0.35
47 H 3.8233 0.4024 -2.6103  0.39
48 H 2.4987 -1.2621 0.4295  0.44
49 F -0.4981 -3.7376 -1.6253  -0.28
50 C 0.0135 -3.9795 -0.3427  0.71
51 F 1.3511 -4.0337 -0.4919  -0.18
52 F -0.4083 -5.1784 0.0361  -0.23

Max |F|   0.04703 hartree/bohr
Total charge   +1
Orbital gap (alpha / beta)   7.1715 / 7.1391 eV
E   -3075.81013 Eh
Energy relative to the best compared isomer or geometry (same formula, charge and spin)   5.4 kcal/mol
Spin multiplicity   2

3.
The following is a DFT calculation (ωB97M-V with the def2-TZVPD basis set) of the molecule C19H20F3N5O2S at a distorted geometry.

Each line ends with the Mulliken charge.
Element x y z (Å)
1 C -2.8659 -0.3055 -0.4796  -1.40
2 C -2.1021 -1.4483 0.2729  0.15
3 C -3.1194 -1.9001 1.3518  -1.57
4 C -0.6239 -1.1619 0.7455  0.94
5 C 0.1888 -1.0570 -0.4727  -0.80
6 N 0.2182 -1.9059 -1.4935  -0.80
7 C 1.2478 -1.3773 -2.3867  0.19
8 C 1.8729 -1.7855 -3.5743  -0.98
9 C 2.9893 -1.1034 -4.1352  -0.71
10 C 3.5235 0.0039 -3.5039  -0.03
11 S 4.8391 0.9450 -4.3221  1.34
12 C 4.2143 2.2519 -5.3608  -0.95
13 O 5.4931 -0.0586 -5.1713  -0.70
14 O 5.7985 1.5712 -3.4021  -0.67
15 C 2.8813 0.4413 -2.3578  -0.62
16 C 1.8045 -0.2450 -1.7734  0.88
17 N 1.1688 -0.0562 -0.6490  0.24
18 C 1.3394 0.9468 0.4337  -0.80
19 C 0.0228 1.3062 1.0524  -0.87
20 N -0.6055 0.0873 1.5684  0.61
21 C -1.1593 0.0383 2.8733  0.22
22 N -0.8490 -1.0121 3.5130  -0.56
23 C -1.5740 -1.3506 4.6243  -0.31
24 C -2.6313 -0.5044 5.0060  -0.51
25 C -2.8582 0.7287 4.3210  -0.02
26 C -3.6549 1.8415 4.8379  0.83
27 F -4.1055 2.6791 3.8662  -0.25
28 F -2.8586 2.5794 5.7082  -0.24
29 F -4.8056 1.4673 5.5095  -0.26
30 N -2.0624 0.9094 3.2504  -0.37
31 H -3.1428 0.4430 0.2851  0.26
32 H -3.7006 -0.7672 -1.0161  0.45
33 H -2.1245 0.1384 -1.1445  0.31
34 H -1.9924 -2.3097 -0.3812  0.59
35 H -3.5074 -1.1290 2.0787  0.11
36 H -2.6839 -2.7242 1.8655  0.39
37 H -3.9675 -2.1718 0.8424  0.64
38 H -0.1938 -2.0189 1.2796  0.45
39 H 1.3603 -2.5701 -3.9641  0.52
40 H 3.3931 -1.4412 -5.0585  0.52
41 H 3.8256 2.9982 -4.7008  0.36
42 H 3.4246 1.9182 -6.0431  0.35
43 H 5.1530 2.5507 -6.0193  0.32
44 H 3.3579 1.3274 -1.8479  0.32
45 H 1.6643 1.7822 -0.1059  0.55
46 H 2.1328 0.7682 1.2077  0.12
47 H 0.1923 2.1118 1.6870  0.55
48 H -0.5892 1.7123 0.1296  0.30
49 H -1.2072 -2.2492 5.2037  0.40
50 H -3.1213 -0.8945 5.8500  0.50

Max |F|   0.11963 hartree/bohr
Orbital gap   8.2683 eV
E   -1857.98757 Eh
Energy relative to the best compared isomer or geometry (same formula, charge and spin)   72.5 kcal/mol